# 1
The following is a quantum chemistry calculation of a molecular structure, C35H32BrCsN16O3S2 in a non-equilibrium geometry, from the OMol25 dataset.

```
90
Properties=species:S:1:pos:R:3:lowdin_charge:R:1
Cs 0.8570 -0.8583 -1.0453 1.036
Br -3.6273 1.1134 -3.8084 0.816
S -4.4523 3.7088 6.8219 0.402
S -0.9594 -2.4926 -3.0733 0.479
O -5.7119 3.8394 6.0963 -0.366
O -3.8607 2.3824 6.7827 -0.379
O -4.3847 4.3751 8.1037 -0.360
N -3.2706 -1.6619 -1.8731 -0.116
N -2.9348 3.9190 4.6931 0.141
N -1.0011 1.8267 -3.5376 0.043
N 4.3483 -0.0127 2.2452 0.180
N -0.7021 1.5868 0.9891 0.016
N 3.2167 -0.0057 -2.5434 -0.006
N 2.0790 -0.2074 2.2562 0.185
N 5.5080 -0.0838 0.1836 0.176
N -2.6820 -0.7872 -0.9777 0.106
N -3.5508 -3.0841 -3.4590 0.024
N 6.6251 0.1534 2.1695 0.171
N 1.8715 -3.4173 -0.7464 -0.047
N -0.1308 -2.9433 0.9381 0.044
N -3.3600 5.9973 5.6764 0.130
N 3.1507 -0.1545 0.2103 -0.019
N -4.7858 -2.7817 -3.0005 0.111
C -1.0664 4.0019 -5.2570 -0.052
C 0.4473 -4.1413 1.0197 -0.215
C 0.1063 3.6489 -4.5994 -0.051
C 5.4802 -0.7831 -2.5141 -0.001
C 5.4633 0.0211 1.5183 -0.447
C -1.2172 -2.7081 1.6477 -0.144
C 0.0904 2.5482 -3.7561 -0.140
C -0.6084 2.8791 0.7065 -0.150
C 2.8898 -3.5594 -1.5690 -0.156
C 1.6435 -4.3491 0.1795 -0.211
C -1.7922 -3.6314 2.5090 -0.038
C -2.7406 6.5854 4.6696 -0.120
C -2.5782 -2.4111 -2.7953 -0.836
C -5.6815 -1.2591 -1.2768 -0.002
C -1.2944 1.2582 2.1353 -0.154
C -1.7054 3.5367 2.7256 -0.128
C -3.4226 4.6757 5.6473 -0.348
C -2.1346 5.8764 3.6373 0.003
C 4.3263 -0.1586 -0.4133 -0.303
C -1.8101 2.1753 3.0265 0.022
C -1.2060 -4.8842 2.5936 -0.048
C -1.0837 3.8880 1.5284 0.001
C 3.7575 -4.6401 -1.5319 -0.039
C -2.0962 2.1743 -4.1749 -0.732
C -2.2648 4.4895 3.6947 -0.222
C 2.4867 -5.4545 0.3185 0.001
C -4.6119 -1.9091 -2.0624 -0.372
C -2.2054 3.2391 -5.0517 -0.102
C 4.3348 -0.2976 -1.8766 -0.242
C 4.2642 -0.7243 -4.5668 -0.041
C 3.5492 -5.6018 -0.5558 -0.048
C 5.4384 -0.9983 -3.8774 -0.047
C -0.0808 -5.1497 1.8316 -0.001
C 3.2196 -0.1118 1.5480 -0.458
C 3.1936 -0.2147 -3.8478 -0.154
H -2.6673 -3.3790 3.0882 0.111
H 1.0103 4.2238 -4.7245 0.106
H 6.3016 -1.3853 -4.3970 0.111
H -1.5921 6.3815 2.8532 0.094
H -1.3506 0.1973 2.3461 0.082
H -1.6552 -1.7272 1.5146 0.075
H 2.1600 -0.0169 3.2411 0.115
H -3.3013 -0.6509 -0.1823 0.100
H -1.6217 -5.6460 3.2375 0.113
H -0.1216 3.1158 -0.2328 0.100
H -2.2955 1.8877 3.9474 0.120
H -5.6023 -0.1762 -1.3523 0.077
H -1.1016 4.8584 -5.9137 0.113
H 2.2591 0.0243 -4.3416 0.110
H 7.4738 0.2367 1.6418 0.107
H -3.1429 3.4629 -5.5334 0.102
H 3.0199 -2.7768 -2.3054 0.088
H 0.9733 2.2223 -3.2209 0.100
H -6.6428 -1.5677 -1.6723 0.090
H 6.6039 0.2547 3.1679 0.109
H -2.5143 0.1191 -1.4200 0.047
H -5.6254 -1.5407 -0.2264 0.089
H 4.1817 -0.9012 -5.6276 0.108
H -0.9693 4.9199 1.2345 0.105
H 0.3626 -6.1320 1.8639 0.105
H -2.7148 7.6688 4.6947 0.107
H 2.3311 -6.1880 1.0938 0.106
H 6.3634 -0.9964 -1.9332 0.110
H 4.2041 -6.4574 -0.4773 0.112
H 4.5662 -4.7223 -2.2408 0.106
H -3.4239 -3.7150 -4.2339 0.153
H 1.2001 -0.0166 1.8008 0.036
```

Properties
Net charge: 0
Orbital gap in eV: 6.00
Highest occupied orbital energy in Ha: -0.2519

---

# 2
The following is a quantum chemistry calculation of 2 unconnected molecules or ions with the total composition C4H9N in a non-equilibrium geometry, from the OMol25 dataset.

```
14
Properties=species:S:1:pos:R:3:nbo_charge:R:1
N 0.6818 3.2880 2.9507 -0.560
C 0.0450 -2.2405 -2.3579 0.135
C -0.1858 -2.3928 -0.9347 -0.758
C -0.1497 -1.0743 -3.0860 -0.041
C -0.2085 2.4431 3.2842 -0.060
H -0.3934 2.1077 4.2998 0.172
H -0.1852 -0.1327 -2.5529 0.238
H -1.0047 -1.7250 -0.5876 0.293
H -0.5172 -3.3375 -0.5217 0.292
H -0.3536 -1.2548 -4.1359 0.249
H 0.2910 -3.1724 -2.8824 0.247
H 0.5655 -1.9636 -0.2428 0.346
H 0.4347 3.5462 1.9934 0.323
H -1.0380 2.1952 2.5883 0.126
```

Properties
Net charge: +1
2S+1: 2
⟨S²⟩: 0.753
Orbital gap (alpha / beta) in eV: 6.57 / 3.11
Highest occupied orbital energy (alpha / beta) in Ha: -0.4573 / -0.4573